A 2-piece molecular cluster, C20H30F3NO2P overall, computed with wB97M-V/def2-TZVPD.

XYZ file:
```
57
Properties=species:S:1:pos:R:3:forces:R:3
C -0.6398 2.0095 3.4342 0.3 0.0 -0.1
P -1.0362 1.4973 1.7085 -0.3 -0.1 0.0
O -0.2090 2.6631 0.8432 0.1 0.0 0.1
C 0.1315 0.0592 1.4122 0.2 0.3 -0.2
C -0.1909 -0.5854 0.0282 0.1 -0.4 0.3
C -1.6733 -0.6395 -0.3634 0.0 -0.1 -0.3
C -2.2044 0.5716 -1.0594 0.5 0.1 -0.2
F -3.5430 0.7205 -0.9665 0.0 0.2 0.3
C -1.5571 1.5343 -1.7098 -0.5 -0.4 0.3
F -0.3092 1.5039 -2.1305 0.2 0.0 0.2
F -2.1413 2.6631 -2.0567 -0.1 0.2 -0.3
C -0.1360 -0.9823 2.5354 0.0 0.1 0.0
C 1.1198 -1.4947 3.2715 -0.2 -0.4 0.7
C 1.5905 -0.5774 4.4073 0.3 -0.3 -0.3
C 0.8046 -2.8600 3.9146 0.0 0.0 0.0
N 2.1908 -1.6970 2.2730 -0.7 0.2 -0.5
O 1.9927 -2.7166 1.5221 0.2 0.0 0.2
C 2.7121 -0.4725 1.5969 0.5 0.2 -0.3
C 3.8862 0.1363 2.3963 -0.1 0.1 -0.2
C 3.2636 -0.8837 0.2229 -0.1 0.1 0.1
C 1.5897 0.5861 1.3966 -0.2 -0.2 0.2
H -0.6879 3.1017 3.4760 -0.2 -0.1 0.0
H -1.4012 1.6024 4.1000 0.1 0.1 0.1
H 0.3544 1.7245 3.7775 -0.1 0.0 0.0
H -0.3980 3.5375 1.1995 0.0 0.0 -0.2
H 0.4211 -0.1106 -0.7347 -0.2 0.0 -0.1
H 0.1518 -1.6246 0.0814 0.1 0.1 0.0
H -1.8733 -1.5326 -0.9659 0.0 0.1 0.0
H -2.2886 -0.7437 0.5362 0.0 0.0 0.0
H -0.6134 -1.8540 2.0815 0.0 0.1 0.0
H -0.8293 -0.6134 3.2977 0.0 0.0 0.0
H 0.7989 -0.5006 5.1516 0.0 0.2 -0.1
H 2.4586 -1.0421 4.8858 -0.1 0.1 0.0
H 1.8954 0.4082 4.0698 -0.2 0.0 0.1
H 0.0937 -3.4398 3.3279 0.1 0.0 -0.1
H 1.7146 -3.4519 4.0224 0.0 0.1 0.0
H 0.3798 -2.7194 4.9117 0.0 0.1 -0.1
H 4.5366 0.6763 1.7036 0.0 -0.1 0.1
H 3.5584 0.8696 3.1332 0.1 -0.2 0.1
H 4.4806 -0.6405 2.8792 0.0 0.0 0.0
H 2.4711 -1.2046 -0.4525 0.1 -0.2 0.1
H 3.7351 -0.0023 -0.2195 0.0 -0.1 0.1
H 4.0069 -1.6746 0.3226 -0.1 0.0 -0.1
H 1.6834 1.3896 2.1320 0.1 -0.1 0.0
H 1.7743 1.0572 0.4296 -0.1 0.1 0.1
C -1.7084 -0.2269 -7.0261 0.0 0.0 0.0
C -3.0128 -0.1690 -7.4971 0.0 0.0 0.0
C -3.9768 0.5346 -6.7881 0.0 0.0 0.0
C -3.6356 1.1848 -5.6102 0.0 0.0 0.0
C -2.3308 1.1284 -5.1410 0.0 0.0 -0.1
C -1.3676 0.4212 -5.8468 0.0 0.0 0.0
H -0.9573 -0.7770 -7.5784 0.0 0.0 0.0
H -3.2783 -0.6728 -8.4176 0.0 0.0 0.0
H -4.9948 0.5758 -7.1537 0.0 0.0 0.0
H -4.3854 1.7349 -5.0565 0.0 0.0 0.0
H -2.0652 1.6420 -4.2307 0.0 0.0 0.0
H -0.3511 0.3758 -5.4768 0.0 0.0 0.0
```
Forces are in eV/Å.

The net charge is 0. The spin multiplicity is 2. The total energy is -44250.491 eV. The LUMO energy (spin up / spin down) comes out at 0.575 / 0.421 eV.

Atomic partial charges in e from the natural (NBO) method, atoms 1 to 4: -0.990, 1.101, -1.000, -0.319


C20H30InNO18 as an isolated structure, computed with wB97M-V/def2-TZVPD.

XYZ file:
```
70
Properties=species:S:1:pos:R:3:forces:R:3
In -13.7497 7.5643 -11.9027 0.3 -0.5 0.0
N -15.8289 4.7556 -11.7004 0.9 0.7 -0.2
O -15.1682 5.0157 -10.6904 -0.3 -0.1 0.2
O -15.5625 5.3806 -12.7421 -0.3 -0.2 0.1
O -16.7121 3.9167 -11.6608 -0.3 -0.3 -0.1
C -19.1834 3.8658 -9.2662 0.0 -0.5 0.7
C -19.5266 5.1902 -9.9140 -0.2 0.0 -0.4
C -19.4483 5.2327 -11.4545 -0.6 -0.2 0.7
O -20.7021 5.7423 -11.8494 0.6 -0.1 -0.2
C -21.5385 5.8602 -10.7753 -0.3 0.4 -0.3
O -22.6453 6.2414 -10.8483 -0.2 0.0 0.2
O -20.8803 5.5201 -9.6456 0.4 -0.4 0.2
H -19.7270 3.0356 -9.7212 0.0 0.1 -0.2
H -19.4666 3.8557 -8.2123 0.0 0.2 0.0
H -18.1152 3.6533 -9.2986 0.0 0.1 -0.2
H -18.8976 5.9835 -9.4815 0.0 0.0 0.0
H -19.3915 4.1944 -11.8225 0.3 0.1 -0.1
H -18.6224 5.8156 -11.8550 -0.1 0.1 -0.2
C -18.8617 4.9923 -15.2172 0.5 0.1 0.5
C -17.9591 4.0988 -16.0255 -0.1 -0.1 0.3
C -16.9266 3.3098 -15.2162 -0.4 0.3 -0.1
O -16.8622 2.0618 -15.8857 0.5 0.3 0.2
C -17.9891 1.9138 -16.6142 -0.7 -0.1 -0.3
O -18.2898 0.9011 -17.1663 0.2 -0.1 0.1
O -18.7342 3.0211 -16.6026 0.3 0.2 -0.2
H -18.2365 5.7618 -14.7495 -0.1 0.1 -0.2
H -19.3032 4.4347 -14.3895 -0.3 -0.1 -0.2
H -19.6232 5.4694 -15.8256 -0.1 0.0 0.0
H -17.4665 4.6597 -16.8230 -0.1 -0.1 -0.2
H -17.2738 3.1657 -14.1827 0.1 -0.1 0.1
H -15.9450 3.7868 -15.1815 0.1 -0.2 0.0
C -13.2972 2.5747 -9.7280 0.2 -0.3 -0.3
C -13.2415 1.2366 -9.0372 0.0 0.3 1.2
C -11.8617 0.6006 -8.7549 -0.5 -0.2 -0.8
O -11.9091 0.2368 -7.3820 0.0 -0.2 0.0
C -13.0408 0.6784 -6.8126 0.5 0.2 0.1
O -13.3727 0.4881 -5.6906 -0.1 0.1 0.2
O -13.7327 1.4463 -7.6823 -0.4 0.0 -0.4
H -14.3311 2.9084 -9.7936 0.0 0.0 -0.1
H -12.8935 2.4810 -10.7383 -0.1 0.0 0.0
H -12.7139 3.3245 -9.1929 0.0 -0.1 0.1
H -13.9388 0.5133 -9.4623 0.2 0.0 -0.3
H -11.0092 1.2494 -8.9506 -0.1 0.2 0.2
H -11.7672 -0.2942 -9.3696 0.2 -0.1 0.2
C -16.0740 5.2250 -7.2471 -0.3 0.5 0.9
C -15.7816 3.7844 -6.8286 0.5 0.3 0.0
C -15.1777 3.6378 -5.4276 -0.8 0.0 -0.1
O -16.3322 3.2339 -4.6532 0.1 -0.2 -0.2
C -17.2739 2.7642 -5.4671 0.3 0.1 0.7
O -18.2879 2.2446 -5.1341 -0.3 0.0 -0.2
O -16.9459 2.9934 -6.7695 0.1 -0.1 -0.5
H -16.7232 5.7010 -6.5011 -0.2 -0.2 -0.1
H -16.5491 5.2931 -8.2212 0.2 -0.1 -0.1
H -15.1537 5.8068 -7.1793 0.1 -0.2 -0.4
H -15.1342 3.3713 -7.6169 -0.1 -0.3 0.1
H -14.8406 4.5846 -5.0192 0.3 -0.1 0.0
H -14.4511 2.8281 -5.3692 0.2 0.1 0.1
C -8.4347 3.0828 -10.0325 0.0 0.4 0.4
C -9.0041 4.1471 -10.9319 0.4 -0.3 -0.6
C -9.2461 3.6992 -12.3919 0.6 0.4 0.2
O -10.6034 4.0883 -12.6569 -0.3 -0.1 0.3
C -11.1462 4.6291 -11.5586 0.7 0.1 -0.7
O -12.2392 5.1488 -11.5661 -0.3 0.2 0.2
O -10.3271 4.5675 -10.5179 -0.4 0.2 0.2
H -9.0029 2.1565 -10.0991 0.1 -0.1 0.0
H -8.4143 3.4253 -8.9958 -0.2 0.0 0.0
H -7.3831 2.9299 -10.2759 -0.1 -0.2 -0.3
H -8.3513 5.0204 -10.9313 -0.2 0.1 0.2
H -9.0649 2.6367 -12.5443 -0.5 -0.1 0.0
H -8.6073 4.2454 -13.0832 0.0 0.0 0.0
```
Forces are in eV/Å.

The net charge is +2. The total energy is -64719.337 eV. The LUMO energy comes out at -13.586 eV.

Atomic partial charges in e from the natural (NBO) method, atoms 1 to 4: 0.973, 0.706, -0.334, -0.390


C20H30InNOSb2Se as an isolated structure, computed with wB97M-V/def2-TZVPD.

XYZ file:
```
56
Properties=species:S:1:pos:R:3:forces:R:3
In -0.4759 0.0894 1.6393 -0.3 0.5 -1.8
C -2.8015 -3.2568 -1.2046 -0.3 0.0 0.5
Sb -1.2505 -1.9131 -0.6607 0.4 0.2 0.1
C -1.5683 -0.5447 -2.2500 0.1 0.3 0.1
C 0.5185 -3.0699 -1.2630 -0.4 0.3 0.2
C 1.0391 -2.5703 -2.5647 -0.1 -0.1 -0.1
C 0.4599 -3.0283 -3.7523 0.0 -0.1 0.1
C 0.8851 -2.5644 -4.9819 0.0 0.1 0.0
C 1.9025 -1.6169 -5.0432 0.0 0.0 0.0
C 2.4892 -1.1640 -3.8750 0.0 0.0 0.0
C 2.0745 -1.6304 -2.6269 0.1 -0.1 0.1
C 2.7475 -1.1381 -1.3902 -0.4 0.4 -0.2
Sb 1.7565 0.5717 -0.4950 0.7 -0.3 0.9
C 3.2399 0.7854 1.0274 -0.1 0.1 0.0
C 2.4489 2.1449 -1.7405 -0.4 0.1 -0.2
H -2.6797 -4.2167 -0.7091 0.0 0.0 0.0
H -2.7433 -3.3683 -2.2868 0.1 0.0 0.0
H -3.7666 -2.8357 -0.9305 0.0 0.0 0.0
H -1.2158 -1.0030 -3.1735 0.0 -0.1 0.0
H -1.0519 0.3968 -2.0788 0.0 0.0 0.0
H -2.6413 -0.3673 -2.3102 0.0 0.0 0.0
H 0.1000 -4.0737 -1.3280 0.1 0.0 0.0
H 1.2079 -3.0122 -0.4277 0.1 -0.2 -0.1
H -0.3086 -3.7929 -3.6997 0.0 0.0 0.0
H 0.4312 -2.9360 -5.8904 0.0 0.0 0.0
H 2.2518 -1.2564 -6.0011 0.0 0.0 0.0
H 3.3068 -0.4535 -3.9233 0.0 0.0 0.0
H 3.7363 -0.7311 -1.6005 0.1 -0.1 0.0
H 2.8125 -1.8681 -0.5875 0.2 0.0 -0.1
H 4.2236 0.8340 0.5629 0.0 0.0 0.0
H 3.2022 -0.0711 1.7002 0.0 0.0 0.0
H 3.0686 1.6938 1.6028 0.0 0.0 0.0
H 3.5340 2.0680 -1.7753 0.0 -0.1 0.0
H 2.1582 3.1029 -1.3153 0.0 0.0 0.0
H 2.0261 2.0489 -2.7380 0.0 0.0 0.0
Se -0.2962 2.1076 3.1471 -0.1 -0.7 -0.1
C -0.2395 1.3383 4.9030 0.0 0.1 0.1
C -0.2420 -0.0196 5.1766 0.0 0.0 -0.1
C -0.2045 -0.4247 6.5028 0.0 0.2 0.1
N -0.1662 0.4313 7.5179 0.0 0.0 0.1
C -0.1532 1.7308 7.2461 0.0 -0.1 -0.1
C -0.1876 2.2409 5.9521 0.0 0.0 0.0
H -0.2737 -0.7648 4.3873 0.0 0.0 0.0
H -0.2067 -1.4768 6.7626 0.0 0.0 0.0
H -0.1169 2.4028 8.0950 0.0 0.0 0.0
H -0.1798 3.3097 5.7823 0.0 0.0 0.1
C -3.6830 2.0612 0.7616 0.0 0.0 0.1
C -2.4152 2.4096 0.0543 -0.1 0.0 0.0
C -2.3350 3.7056 -0.6697 0.1 0.0 -0.1
O -1.4423 1.6477 0.0823 0.0 0.0 0.3
H -4.5381 2.6103 0.3758 0.0 0.0 0.0
H -3.5597 2.3252 1.8179 0.0 0.0 0.0
H -3.8700 0.9884 0.7131 0.0 0.0 0.0
H -3.1362 3.7713 -1.4087 0.0 0.0 0.0
H -1.3687 3.8330 -1.1497 0.0 0.0 0.0
H -2.5031 4.5196 0.0416 0.0 0.0 0.0
```
Forces are in eV/Å.

The net charge is +2. The total energy is -108343.133 eV. The LUMO energy comes out at -8.627 eV.

Atomic partial charges in e from the natural (NBO) method, atoms 1 to 4: 0.900, -0.960, 1.223, -0.985


A 10-piece molecular cluster, C20H30N10 overall, computed with wB97M-V/def2-TZVPD.

XYZ file:
```
60
Properties=species:S:1:pos:R:3:forces:R:3
C 2.7757 0.1128 -3.2792 0.4 1.2 -0.4
C 2.8713 0.6543 -4.6372 0.4 -0.8 0.9
N 3.0269 1.1601 -5.6459 0.0 0.4 -1.1
H 1.8732 -0.4902 -3.1797 0.4 0.0 0.4
H 2.7837 1.0378 -2.7027 -0.8 -0.2 0.5
H 3.7126 -0.3232 -2.9326 -0.3 -0.7 -0.4
C 0.0755 -0.6418 0.0796 -0.1 0.7 0.5
C 1.5181 -0.5349 -0.1554 5.0 -0.1 -1.0
N 2.6977 -0.4290 -0.3476 -5.5 -0.4 1.0
H -0.5320 -1.0718 -0.7167 0.5 -0.1 -0.2
H -0.2846 0.3776 0.2185 -0.1 0.1 -0.2
H -0.1570 -1.1620 1.0089 0.3 -0.3 -0.1
C -1.9582 0.2598 2.9886 1.0 0.8 0.8
C -2.0824 -1.1683 3.0121 -1.2 -2.0 -0.6
N -2.2845 -2.3099 2.9836 0.3 1.5 0.1
H -1.2616 0.4882 3.7953 0.1 0.3 0.1
H -2.8822 0.7874 3.2252 -0.1 -0.2 -0.3
H -1.4980 0.6100 2.0646 -0.4 -0.1 0.0
C -5.3554 -0.0682 0.5970 0.7 0.1 0.4
C -3.9500 0.1666 0.2514 1.4 0.2 -1.1
N -2.8439 0.4069 -0.0123 -1.8 -0.4 0.5
H -5.3941 -0.9618 1.2198 -0.1 0.1 0.1
H -6.0281 -0.2116 -0.2485 0.3 0.3 -0.1
H -5.5908 0.8255 1.1749 -0.7 -0.2 0.1
C -1.5144 3.9203 0.5564 0.3 1.0 -0.5
C -2.4741 4.6459 -0.2962 -0.2 -0.4 0.2
N -3.2459 5.1739 -0.9655 0.3 -0.1 0.2
H -0.5476 4.3796 0.3506 0.2 -0.2 -0.2
H -1.4660 2.8676 0.2779 -0.2 0.1 0.2
H -1.6833 4.1394 1.6107 -0.4 -0.4 0.0
C -2.2746 -4.4810 -0.8168 0.2 0.9 0.0
C -1.9527 -3.5317 -1.8893 0.7 1.3 -2.1
N -1.7054 -2.7694 -2.7436 -0.6 -1.7 2.1
H -3.3525 -4.6399 -0.8476 0.2 -0.4 0.2
H -1.9964 -3.9645 0.1019 -0.2 -0.1 0.3
H -1.6648 -5.3837 -0.8523 -0.3 0.0 -0.3
C -1.2416 0.5033 -3.9632 -0.1 0.0 -0.1
C -0.7701 1.4544 -2.9851 -1.6 -4.0 -4.2
N -0.4657 2.1382 -2.1763 2.0 4.2 4.9
H -2.1381 0.0447 -3.5459 -0.1 0.0 -0.3
H -0.5083 -0.2876 -4.1209 -0.1 0.1 -0.2
H -1.4477 1.0651 -4.8743 -0.1 -0.4 -0.1
C 1.9429 2.6346 1.4673 1.6 1.4 0.6
C 2.7131 3.8188 2.0476 0.5 1.2 0.3
N 3.2980 4.7438 2.4674 -1.5 -2.3 -1.0
H 0.9564 2.9691 1.1465 0.1 -0.3 0.2
H 1.9737 1.8526 2.2260 -0.4 0.0 -0.1
H 2.5193 2.2910 0.6084 -0.2 -0.1 0.0
C 6.0790 0.1541 -1.0194 0.4 -0.4 0.7
C 6.2296 0.4732 0.4123 1.3 2.0 4.3
N 6.4238 0.6900 1.5720 -1.0 -1.0 -5.0
H 7.0552 -0.0719 -1.4485 0.1 -0.7 0.4
H 5.7487 0.9042 -1.7378 -0.8 0.3 0.8
H 5.4144 -0.6997 -0.8869 -0.1 -0.2 -1.2
C 0.0245 -3.7656 4.0936 0.2 0.2 1.2
C 0.3085 -3.7727 2.7262 0.7 -0.2 -4.5
N 0.5596 -3.7965 1.5901 -0.4 0.1 1.7
H 0.7405 -4.4704 4.5164 -0.4 0.0 0.6
H -1.0330 -3.9935 4.2272 0.3 -0.1 0.4
H 0.2632 -2.7500 4.4092 -0.2 -0.1 0.6
```
Forces are in eV/Å.

The calculation puts the relative energy (zero: lowest compared OMol25 entry of this formula, charge and spin) at 38.6 kcal per mole. The net charge is 0. The total energy is -36123.257 eV. The LUMO energy comes out at -0.148 eV. Its SMILES is CC#N.CC#N.CC#N.CC#N.CC#N.CC#N.CC#N.CC#N.CC#N.CC#N.

Atomic partial charges in e from the natural (NBO) method, atoms 1 to 4: -0.722, 0.282, -0.342, 0.251